A structure of composition C2H4KMgO in a non-equilibrium geometry, computed with wB97M-V/def2-TZVPD.

Structure (XYZ):
```
9
Properties=species:S:1:pos:R:3:forces:R:3:lowdin_charge:R:1
C 0.534380 -0.373174 0.233538 0.251 0.055 -0.146 -0.436
H 0.158419 -1.146770 0.914224 0.184 0.201 -0.067 0.121
C 1.831871 -0.348801 -0.153457 0.009 -0.242 -0.006 -0.068
H 2.543355 -1.070511 0.242199 -0.180 0.191 -0.156 0.071
H 2.163282 0.260910 -1.007647 -0.129 -0.192 0.331 0.048
O -0.322895 0.593169 -0.108625 -0.911 -0.273 -0.124 -0.481
K -3.125558 0.782249 -0.442737 1.086 0.514 -0.185 0.832
Mg 0.976055 1.975904 0.229740 0.345 0.331 0.139 0.827
H -4.758913 -0.672972 0.092762 -0.655 -0.586 0.215 0.086
```
Forces are in eV/Å.

Values from the calculation:
HOMO-LUMO gap (alpha / beta), eV: 8.46 / 5.01
Net charge: +1
HOMO energy (alpha / beta), hartree: -0.458 / -0.364
Energy above the lowest of the compared OMol25 structures with the same formula, charge and spin, kcal per mole: 0.0
Total energy, Ha: -953.536481